ORCA calculation (the ωB97M-V functional and the def2-TZVPD basis) on a molecular structure, C38H35BrN3O2RuSSi.

Element x y z (Å)
1 Ru 0.90985 -0.50340 0.46449
2 C 2.20479 -1.40126 -1.07239
3 Si 3.02276 0.29001 -0.72261
4 C 2.67810 2.43442 -0.70748
5 N 1.43258 3.03030 -0.80876
6 C 0.55229 3.06601 0.32203
7 C -0.43168 4.23443 0.19154
8 C 0.24799 5.35740 -0.58734
9 C 0.47358 4.91125 -2.03129
10 C 0.84973 3.41467 -2.06145
11 C 4.27353 0.40508 -2.17984
12 C 3.86551 0.77592 -3.45735
13 C 4.76040 0.80631 -4.51312
14 C 6.08412 0.44956 -4.31392
15 C 6.50479 0.06798 -3.05069
16 C 5.60381 0.04012 -1.99970
17 C 4.06751 0.04735 0.87298
18 C 3.87997 -1.07491 1.67886
19 C 4.59420 -1.24607 2.85074
20 C 5.52751 -0.29877 3.23629
21 C 5.76556 0.79739 2.42433
22 C 5.04076 0.96255 1.25586
23 H 2.74058 -2.30055 -0.77879
24 H 1.78905 -1.48271 -2.07094
25 H 3.30226 2.74865 -1.54163
26 H 3.14442 2.70654 0.24053
27 H 1.16073 3.20038 1.21910
28 H 0.01915 2.09327 0.43079
29 H -0.72311 4.57911 1.18422
30 H -1.33410 3.92043 -0.33190
31 H 1.20883 5.57812 -0.11890
32 H -0.35772 6.26242 -0.55859
33 H 1.25987 5.51558 -2.48679
34 H -0.44264 5.05392 -2.60496
35 H 1.55721 3.19989 -2.85936
36 H -0.04779 2.81775 -2.24877
37 H 2.82857 1.02021 -3.63235
38 H 4.42910 1.10590 -5.49817
39 H 6.78236 0.45926 -5.14027
40 H 7.53795 -0.21017 -2.88517
41 H 5.93829 -0.28088 -1.02455
42 H 3.17362 -1.84328 1.37881
43 H 4.41658 -2.11611 3.46788
44 H 6.07654 -0.42117 4.15812
45 H 6.51382 1.52755 2.70218
46 H 5.24934 1.81249 0.62056
47 S -0.05726 -3.68103 3.94218
48 C -0.29171 -4.61958 2.49594
49 C -0.72924 -5.92637 2.37421
50 C -0.88585 -6.44554 1.10349
51 C -0.56237 -5.68941 -0.02190
52 C -0.09349 -4.39817 0.09361
53 C 0.02764 -3.84049 1.36485
54 N 0.42392 -2.57155 1.65797
55 C 0.42270 -2.32114 2.93921
56 C 0.82453 -1.05560 3.47693
57 C 0.94558 -0.88906 4.86152
58 C 1.41981 0.29633 5.37319
59 C 1.82308 1.30119 4.50207
60 C 1.70655 1.12830 3.13281
61 C 1.14576 -0.01754 2.56641
62 H -0.93726 -6.51017 3.25687
63 H -1.24461 -7.45628 0.98367
64 H -0.67026 -6.12920 -1.00169
65 H 0.18466 -3.81155 -0.77087
66 H 0.67158 -1.70586 5.51758
67 H 1.49510 0.43732 6.44076
68 H 2.23045 2.22343 4.89735
69 H 2.06920 1.92473 2.49566
70 Br -2.63034 -1.36549 2.08737
71 C -2.24893 -1.72365 0.25618
72 C -2.97136 -2.70031 -0.40726
73 C -2.72713 -2.87735 -1.76321
74 C -1.81769 -2.04195 -2.38991
75 C -1.14630 -1.09554 -1.63176
76 N -1.33017 -0.96096 -0.30902
77 C -0.19869 -0.06784 -2.27376
78 O -0.05890 -0.06870 -3.48791
79 O 0.32248 0.72851 -1.44520
80 H -3.69360 -3.29801 0.12394
81 H -3.25827 -3.63013 -2.32344
82 H -1.58355 -2.09706 -3.44183

The gap between HOMO and LUMO (alpha / beta) is 0.207 / 0.223 Ha. Its highest occupied orbital energy (alpha / beta) is -6.876 / -6.962 eV. The value obtained for the energy is -5140.286683 Eh. The strongest force on any atom is 2.4 eV/Å. As for the energy above the lowest of the compared OMol25 structures with the same formula, charge and spin: 3.485 eV. The spin multiplicity is 2.

Atom charges from the Löwdin analysis, given in e for atoms 1 to 8: number 1, Ru, carries 1.0876; number 2, C, carries -0.2013; number 3, Si, carries 0.6569; number 4, C, carries -0.1364; number 5, N, carries -0.2412; number 6, C, carries -0.1929; number 7, C, carries -0.1615; number 8, C, carries -0.2012

ORCA calculation (the ωB97M-V functional and the def2-TZVPD basis) on a molecular structure, C38H35CaF3INO7S.

Element x y z (Å)
1 C 2.45464 1.62664 5.17610
2 C 2.13399 2.43549 3.89344
3 C 0.64341 2.36345 3.50367
4 C 0.44962 2.36614 1.99180
5 C 0.22787 3.56394 1.30049
6 C 0.22718 4.87091 2.05077
7 C 1.57482 5.58317 2.03656
8 O 2.59105 4.99128 2.10434
9 I 1.60885 7.72389 2.01502
10 C -0.00801 3.51590 -0.08662
11 C -0.22458 4.81095 -0.81528
12 C 1.12750 5.43513 -1.30782
13 C 2.35591 4.53281 -1.30679
14 C -0.02026 2.28408 -0.76507
15 S -0.39509 2.29007 -2.51468
16 O 0.21126 3.39303 -3.18680
17 O -0.20856 1.02732 -3.13715
18 C -2.24776 2.62184 -2.57124
19 F -2.91358 1.50683 -2.81629
20 F -2.67107 3.10606 -1.38715
21 F -2.49194 3.50718 -3.50603
22 C 0.23943 1.08444 -0.10017
23 C 0.47136 1.15836 1.27636
24 C 0.73221 -0.10422 1.98740
25 O 1.52395 -0.25915 2.88121
26 C -0.12111 -1.27295 1.49901
27 C -0.64041 -2.30526 2.36102
28 C -1.35605 -3.35250 1.83908
29 O -1.82784 -4.32641 2.66200
30 C -1.18227 -5.60801 2.50214
31 O -1.67062 -6.39125 1.78906
32 C 0.04944 -5.86546 3.27048
33 C 0.09464 -6.94382 4.13989
34 C 1.25340 -7.22403 4.84082
35 C 2.38566 -6.43863 4.69676
36 C 2.34756 -5.36129 3.81526
37 C 1.19032 -5.08129 3.11177
38 C -1.59133 -3.41919 0.47199
39 C -1.10930 -2.48289 -0.40150
40 C -1.39876 -2.73785 -1.85345
41 C -1.89642 -1.55808 -2.69689
42 C -2.85635 -2.04166 -3.80876
43 C -2.17754 -2.30298 -5.14599
44 N -1.44076 -1.18017 -5.68127
45 C -0.08054 -1.13844 -5.77311
46 C 0.33060 0.05652 -6.29635
47 C -0.86521 0.79603 -6.53586
48 C -1.91846 0.02099 -6.15087
49 C -0.36284 -1.39670 0.14667
50 C 0.32179 -0.31313 -0.68879
51 O 0.97387 -0.65145 -1.61914
52 H 1.62213 0.99169 5.46393
53 H 2.70466 2.31150 5.97937
54 H 3.32614 1.00644 5.00191
55 H 2.41793 3.47003 4.01430
56 H 2.69619 1.98232 3.08796
57 H 0.23034 1.40510 3.86107
58 H 0.04531 3.13822 3.96485
59 H -0.55672 5.53866 1.71974
60 H 0.04554 4.70785 3.10572
61 H -0.75977 5.51644 -0.19313
62 H -0.83701 4.65918 -1.68521
63 H 1.34504 6.27300 -0.65345
64 H 0.97789 5.83950 -2.30203
65 H 2.66674 4.21299 -0.31671
66 H 2.25481 3.65485 -1.93745
67 H 3.18391 5.10784 -1.71226
68 H -0.42072 -2.29704 3.44418
69 H -0.75629 -7.59291 4.28541
70 H 1.29905 -8.05770 5.52272
71 H 3.29359 -6.62878 5.24457
72 H 3.23641 -4.76369 3.68531
73 H 1.19781 -4.25777 2.41097
74 H -2.16674 -4.25350 0.10144
75 H -0.52451 -3.18867 -2.32278
76 H -2.18427 -3.48934 -1.86342
77 H -1.04315 -1.13874 -3.20630
78 H -2.41273 -0.80032 -2.11413
79 H -3.27375 -2.99737 -3.48613
80 H -3.68589 -1.35393 -3.93590
81 H -1.47925 -3.13224 -5.07751
82 H -2.91136 -2.60602 -5.89020
83 H 0.61897 -1.90775 -5.48477
84 H 1.33846 0.37488 -6.46569
85 H -0.90667 1.78839 -6.94488
86 H -2.95987 0.28767 -6.18443
87 Ca -1.46588 -0.71640 3.67288

The gap between HOMO and LUMO is 0.100 Ha. Its highest occupied orbital energy is -11.361 eV. The value obtained for the energy is -3722.882014 Eh. Its total charge is +2. The strongest force on any atom is 3.0 eV/Å.

Atom charges from the Löwdin analysis, given in e for atoms 1 to 8: number 1, C, carries -0.0681; number 2, C, carries -0.1909; number 3, C, carries -0.1365; number 4, C, carries -0.0672; number 5, C, carries -0.0735; number 6, C, carries -0.1266; number 7, C, carries -0.8517; number 8, O, carries 0.0239

Among the records above, which one has the lowest strongest force on any atom?
C38H35BrN3O2RuSSi

Among the records above, which one has the highest strongest force on any atom?
C38H35CaF3INO7S

What is the formula in the second record?
C38H35CaF3INO7S

Number 1 is which compound?
C38H35BrN3O2RuSSi